# C2H4O2S

A cluster of 2 separate species, C2H4O2S in total at a distorted geometry (ωB97M-V/def2-TZVPD, OMol25).

Output
Energy relative to the best compared isomer or geometry (same formula, charge and spin) ... 39.66 kcal/mol
Structure (SMILES) ... O=CO.C=S

Each line ends with the Mulliken charge.
Positions of all 9 atoms, in Å:
C: -1.1131 1.2646 0.9226  -0.41
C: 1.1883 -0.9545 -0.5542  0.18
O: 2.0025 -0.1812 -0.9544  -0.45
O: 0.0187 -1.3346 -1.1657  -0.38
S: -1.1592 0.1115 2.0571  -0.16
H: -0.4290 2.0449 0.9086  0.30
H: 1.4723 -1.4608 0.4922  0.32
H: -1.7815 1.1764 0.1078  0.27
H: -0.1990 -0.6663 -1.8140  0.33

=====

# C90H63N3O15

A cluster of 9 separate species, C90H63N3O15 in total at a distorted geometry (ωB97M-V/def2-TZVPD, OMol25).

Output
Structure (SMILES) ... O=C1c2ccccc2C(=O)c2ccccc21.O=C1c2ccccc2C(=O)c2ccccc21.O=C1c2ccccc2C(=O)c2ccccc21.O=C1c2ccccc2C(=O)c2ccccc21.O=C1c2ccccc2C(=O)c2ccccc21.O=C1c2ccccc2C(=O)c2ccccc21.CC(N)=O.CC(N)=O.CC(N)=O

Each line ends with the Mulliken charge.
Positions of all 171 atoms, in Å:
O: -19.9972 -0.7063 -23.0723  -0.67
C: -18.9840 -1.0383 -23.6861  0.68
N: -18.4460 -0.1327 -24.4642  -0.36
C: -18.6466 -2.5119 -23.9633  -0.86
H: -17.5386 -0.2585 -24.8895  0.17
H: -18.8133 0.8039 -24.5531  0.25
H: -19.0895 -2.9145 -24.8742  0.39
H: -18.8033 -3.1711 -23.1094  0.28
H: -17.5619 -2.5873 -24.0404  0.15
O: -25.9505 -5.6632 -13.8716  -0.65
C: -25.5135 -5.6205 -12.7396  0.74
N: -26.0005 -4.8622 -11.8089  -0.27
C: -24.4196 -6.6577 -12.3576  -0.89
H: -25.5114 -4.8336 -10.9257  0.19
H: -26.7248 -4.1932 -12.0280  0.13
H: -24.5951 -7.5800 -12.9114  0.30
H: -24.2730 -6.8822 -11.3011  0.34
H: -23.5572 -6.0943 -12.7139  0.13
O: -15.3975 -3.6679 -20.9273  -0.56
C: -15.1823 -3.4504 -22.1333  0.71
N: -14.6593 -2.2552 -22.4201  -0.33
C: -15.6876 -4.5552 -23.1029  -1.18
H: -14.5096 -1.9400 -23.3679  0.19
H: -14.5973 -1.5654 -21.6851  0.20
H: -15.3775 -4.3896 -24.1346  0.40
H: -16.7551 -4.7741 -23.1238  0.21
H: -15.1582 -5.4537 -22.7858  0.38
C: -23.1066 -4.3000 -22.6431  -0.62
C: -23.4774 -3.3078 -21.7008  -0.58
C: -24.5234 -3.5398 -20.8324  -0.40
C: -25.2648 -4.7262 -20.9355  0.62
C: -24.9928 -5.6470 -21.9855  0.10
C: -23.9227 -5.3952 -22.8064  -0.60
C: -25.9544 -6.7359 -22.3442  0.38
O: -25.7709 -7.4738 -23.3458  -0.67
C: -27.2389 -6.8077 -21.5352  0.32
C: -28.1139 -7.8350 -21.7861  -0.59
C: -29.2475 -7.9921 -21.0131  -0.40
C: -29.4328 -7.2237 -19.9365  -0.53
C: -28.6238 -6.1054 -19.7191  -0.52
C: -27.4690 -5.9965 -20.4092  0.33
C: -26.4366 -4.9652 -20.0048  0.44
O: -26.6357 -4.1906 -19.0192  -0.65
H: -22.2869 -4.1330 -23.3262  0.45
H: -22.7911 -2.4951 -21.5141  0.51
H: -24.7681 -2.7455 -20.1427  0.42
H: -23.5563 -5.9708 -23.6435  0.40
H: -28.0896 -8.4910 -22.6438  0.40
H: -30.0598 -8.6897 -21.1542  0.37
H: -30.2780 -7.4277 -19.2959  0.38
H: -28.9276 -5.4492 -18.9169  0.44
C: -19.1029 -0.8669 -11.1821  -0.29
C: -19.8880 -0.6722 -10.0473  -0.76
C: -19.2442 -0.2235 -8.9144  -0.34
C: -17.8900 0.0037 -8.8800  0.07
C: -17.1399 -0.1579 -10.0937  0.33
C: -17.7417 -0.7180 -11.2011  -0.90
C: -15.6605 0.0673 -10.1423  0.45
O: -15.0107 0.1515 -11.1947  -0.64
C: -14.9839 0.3883 -8.8571  0.18
C: -13.6031 0.6228 -8.8474  -0.40
C: -12.8742 0.9514 -7.6555  -0.66
C: -13.6651 1.1354 -6.5120  -0.28
C: -15.0221 0.8919 -6.4473  -0.86
C: -15.6677 0.6287 -7.6948  0.57
C: -17.1843 0.5649 -7.6559  0.41
O: -17.7690 0.8278 -6.5654  -0.68
H: -19.4767 -1.3090 -12.0938  0.59
H: -20.9585 -0.8012 -10.1100  0.47
H: -19.7425 -0.0327 -7.9754  0.47
H: -17.1067 -0.9090 -12.0535  0.60
H: -13.0846 0.6261 -9.7948  0.45
H: -11.8005 1.0590 -7.6108  0.40
H: -13.1045 1.3408 -5.6121  0.35
H: -15.6135 1.0560 -5.5586  0.44
C: -14.3321 3.2242 -22.7300  -0.47
C: -13.4342 4.1513 -22.1608  -0.58
C: -13.1427 3.9862 -20.7827  -0.63
C: -13.7189 2.9413 -20.0501  0.34
C: -14.5438 1.9874 -20.6874  0.15
C: -14.7976 2.1642 -22.0398  -0.47
C: -15.0280 0.7620 -19.8792  0.23
O: -15.6616 -0.1052 -20.4434  -0.54
C: -14.9393 0.8709 -18.3719  0.39
C: -15.6758 -0.0299 -17.5857  -0.39
C: -15.6238 0.1068 -16.1954  -0.37
C: -14.9594 1.0878 -15.5519  -0.86
C: -14.2443 2.0257 -16.3533  -0.50
C: -14.2055 1.9247 -17.7401  0.05
C: -13.5122 2.9490 -18.6149  0.66
O: -12.7057 3.8015 -18.0757  -0.70
H: -14.7087 3.3373 -23.7358  0.40
H: -12.9289 4.9556 -22.6750  0.41
H: -12.4081 4.6804 -20.4020  0.44
H: -15.5011 1.5562 -22.5893  0.56
H: -16.3735 -0.6932 -18.0752  0.28
H: -15.9866 -0.6407 -15.5054  0.50
H: -15.0516 1.0617 -14.4761  0.59
H: -13.7617 2.8289 -15.8162  0.46
C: -19.4606 -1.9948 -19.8095  -0.80
C: -18.2724 -2.4489 -19.1931  -0.15
C: -18.2861 -2.9287 -17.8806  -0.43
C: -19.4440 -2.8676 -17.0925  -0.42
C: -20.6701 -2.4985 -17.7237  -0.21
C: -20.6600 -2.0602 -19.0587  -0.84
C: -22.0058 -2.3928 -16.9683  0.74
O: -23.0450 -2.0401 -17.5592  -0.70
C: -21.9702 -2.6639 -15.5400  0.07
C: -23.1372 -2.4549 -14.7841  -0.37
C: -23.2027 -2.9513 -13.4353  -0.33
C: -22.0330 -3.2970 -12.8083  -0.82
C: -20.8264 -3.4010 -13.4801  -0.88
C: -20.7860 -3.0741 -14.8505  0.74
C: -19.4915 -3.3157 -15.6424  0.46
O: -18.5080 -3.7467 -15.0230  -0.71
H: -19.4981 -1.6344 -20.8270  0.49
H: -17.3524 -2.2419 -19.7196  0.58
H: -17.3367 -3.1374 -17.4099  1.00
H: -21.4859 -1.5579 -19.5404  0.62
H: -24.0894 -2.1111 -15.1602  0.29
H: -24.0976 -2.8918 -12.8336  0.45
H: -22.0237 -3.6550 -11.7894  0.60
H: -19.9275 -3.7796 -13.0165  0.61
C: -16.1617 -13.0992 -19.8874  -0.54
C: -15.6923 -12.5035 -21.0962  -0.40
C: -15.8257 -11.1392 -21.3416  -0.61
C: -16.2212 -10.2957 -20.3386  0.62
C: -16.6373 -10.8480 -19.0716  0.34
C: -16.6662 -12.2700 -18.9101  -0.62
C: -17.0590 -9.9564 -17.8736  0.42
O: -17.4335 -10.5042 -16.8145  -0.66
C: -16.7963 -8.4949 -18.0415  0.40
C: -16.9428 -7.5537 -16.9908  -1.18
C: -16.6141 -6.1848 -17.2283  -0.10
C: -16.1644 -5.7412 -18.4279  -0.70
C: -16.0597 -6.6292 -19.4413  -0.21
C: -16.3991 -7.9684 -19.3532  0.29
C: -16.2139 -8.7915 -20.5739  0.31
O: -15.9705 -8.3816 -21.7298  -0.68
H: -15.9499 -14.1556 -19.8129  0.39
H: -15.2141 -13.1693 -21.7993  0.37
H: -15.3632 -10.7601 -22.2409  0.40
H: -16.9371 -12.7807 -17.9978  0.40
H: -17.3228 -7.7601 -16.0011  0.46
H: -16.8350 -5.4713 -16.4482  0.48
H: -16.0065 -4.7098 -18.7066  0.50
H: -15.7516 -6.1907 -20.3789  0.33
C: -31.2534 1.0611 -10.5300  -0.50
C: -30.0670 0.9157 -9.8285  -0.59
C: -29.1156 0.1419 -10.3768  -0.28
C: -29.1613 -0.5046 -11.6496  0.24
C: -30.3348 -0.1708 -12.4444  0.35
C: -31.2874 0.6538 -11.8364  -0.71
C: -30.6061 -0.6936 -13.8765  0.16
O: -31.6788 -0.7976 -14.4044  -0.53
C: -29.2631 -1.1917 -14.4883  0.30
C: -29.1385 -1.2615 -15.8502  -0.76
C: -27.9913 -1.7005 -16.4585  -0.77
C: -26.8639 -2.0044 -15.7295  -0.41
C: -26.8936 -1.8620 -14.3236  -0.14
C: -28.1081 -1.5357 -13.6998  0.46
C: -28.0522 -1.3266 -12.2585  0.56
O: -26.9799 -1.5424 -11.6375  -0.70
H: -32.0771 1.6209 -10.1120  0.39
H: -29.9316 1.2367 -8.8063  0.38
H: -28.2728 -0.1074 -9.7492  0.38
H: -32.2634 0.7932 -12.2773  0.36
H: -29.9480 -1.1145 -16.5499  0.38
H: -27.8617 -1.8033 -17.5257  0.49
H: -26.0264 -2.4241 -16.2670  0.72
H: -25.9089 -1.9479 -13.8883  0.26

=====

# CH10NO4

A cluster of 4 separate species, CH10NO4 in total at a distorted geometry (ωB97M-V/def2-TZVPD, OMol25).

Output
Energy relative to the best compared isomer or geometry (same formula, charge and spin) ... 12.70 kcal/mol
Total charge ... -1

Each line ends with the Mulliken charge.
Positions of all 16 atoms, in Å:
N: 0.0758 -2.0514 0.2129  -0.65
C: -0.5854 -1.1834 -0.8364  -0.64
O: -0.3839 0.1662 -0.6151  -1.06
H: -0.2141 -1.6647 1.1210  0.25
H: 1.0370 -2.1628 0.1049  0.30
H: -1.6752 -1.2756 -0.6839  0.35
H: -0.1671 -1.4485 -1.7895  0.39
H: -1.4291 1.3878 1.8952  0.30
H: -1.4391 0.4923 0.8119  0.44
O: -1.8994 0.6225 1.6740  -0.70
H: 0.2993 1.5836 0.1172  0.42
H: -0.2222 2.8210 -0.4390  0.31
O: 0.4043 2.5072 0.2526  -0.70
H: 1.3754 -0.2195 -0.7901  0.44
H: 2.4655 0.5960 -0.2422  0.29
O: 2.3582 -0.1708 -0.7935  -0.73

=====

One value per record, in order, for E_LUMO: -0.0251 -0.0536 0.1516 hartree.